*1*
This record from the Open Molecules 2025 dataset describes a single C7H10N2O3 molecule. The level of theory is wB97M-V/def2-TZVPD.

Values from the calculation:
- Orbital gap (spin up / spin down): 0.2805 / 0.2805 Ha
- Molar mass: 170.168 g mol⁻¹
- Lowest unoccupied orbital energy (spin up / spin down): 0.1 / 0.1 eV
- Highest occupied orbital energy (spin up / spin down): -7.6 / -7.6 eV
- Spin multiplicity: 1
- SMILES string: CC1=C(O)N(C)CC([N+](=O)[O-])=C1

Each line ends with the natural charge from an NBO analysis.
Element x y z (Å)
C  1.436  1.230  -0.942  -0.070
C  1.373  0.585  0.305  -0.260
C  0.661  0.921  -2.008  -0.064
C  0.163  -0.126  0.500  0.607
C  -0.293  -0.304  -1.897  -0.234
C  2.242  0.939  1.461  -0.625
C  -2.050  -0.891  -0.284  -0.412
N  -0.607  -0.589  -0.522  -0.402
N  0.487  1.656  -3.168  0.520
O  1.076  2.707  -3.239  -0.425
O  -0.214  1.217  -4.036  -0.428
O  -0.259  -0.422  1.747  -0.654
H  2.196  2.146  -0.870  0.246
H  -1.178  -0.047  -2.483  0.233
H  0.182  -1.243  -2.242  0.194
H  1.880  0.381  2.296  0.234
H  2.364  1.987  1.601  0.218
H  3.216  0.385  1.399  0.214
H  -2.237  -1.874  0.048  0.201
H  -2.319  -0.209  0.563  0.190
H  -2.609  -0.688  -1.147  0.227
H  -1.075  -0.876  1.774  0.489

***

*2*
This record from the Open Molecules 2025 dataset describes a single C7H10N2O3 molecule. The level of theory is wB97M-V/def2-TZVPD.

Values from the calculation:
- Orbital gap (spin up / spin down): 0.2912 / 0.2911 Ha
- Molar mass: 170.168 g mol⁻¹
- Lowest unoccupied orbital energy (spin up / spin down): -0.8 / -0.8 eV
- Highest occupied orbital energy (spin up / spin down): -8.7 / -8.7 eV
- Spin multiplicity: 1

Each line ends with the natural charge from an NBO analysis.
Element x y z (Å)
C  -0.583  0.274  1.565  0.409
C  -0.640  -1.068  -0.364  -0.390
C  0.024  -0.202  -1.522  -0.408
C  1.460  -0.184  0.445  -0.360
C  0.133  -0.831  0.942  -0.355
C  -0.084  1.761  -0.109  -0.121
C  0.859  0.766  -0.707  -0.283
N  -1.407  0.589  2.432  -0.175
N  0.177  2.922  0.568  0.460
O  -0.602  3.834  0.392  -0.370
O  1.253  3.027  1.211  -0.439
O  -2.033  1.885  2.430  -0.532
H  -1.665  -0.732  -0.236  0.220
H  -0.556  -2.221  -0.462  0.227
H  0.618  -0.854  -2.121  0.224
H  -0.912  0.165  -2.041  0.227
H  2.087  0.164  1.203  0.236
H  2.070  -0.972  -0.107  0.201
H  0.250  -1.877  1.560  0.270
H  -1.083  1.727  -0.612  0.227
H  1.739  1.272  -1.166  0.246
H  -2.463  1.993  3.284  0.486

***

Pick the least stable structure from those above. Pick: *2*